This record from OMol25 describes a cluster of 3 separate species, C18H49BIN6O4P2 in total. The level of theory is ωB97M-V/def2-TZVPD.

Its LUMO energy is 2.082 eV. For the HOMO-LUMO gap, the calculation gives 6.8 eV. For the total energy, the calculation gives -63948.12555 eV. Its total charge is -1.

Atoms and positions in Å:
B 4.458 -3.103 -3.052
H 2.342 1.140 4.073
H 5.346 -2.277 -2.822
H 4.580 -3.667 -4.122
C 1.596 -0.147 -0.692
C 1.014 5.662 1.946
O 4.271 -4.020 -1.844
H -5.009 -2.651 -0.475
H -2.234 -6.307 -4.008
C -3.701 -2.441 -5.354
H -3.086 -3.105 -5.984
N -2.246 -4.321 -3.392
C 3.174 -1.935 -1.626
C 3.783 -3.215 -0.895
H 2.855 1.573 -1.171
H -3.680 -3.782 -0.217
H 3.639 3.474 4.473
H -1.333 6.203 4.261
C 2.160 -0.020 0.733
H 2.727 5.735 4.827
H 1.754 6.331 1.502
C 2.983 3.375 5.348
H 1.155 -1.664 -2.154
H -5.309 -4.404 -0.473
H -1.172 4.801 6.753
H 0.073 6.220 2.058
H -0.324 -5.164 -3.659
P -2.890 -2.948 -2.698
H 2.668 0.463 -2.509
C -1.512 5.121 4.305
H -6.436 -3.926 -2.388
C 2.133 6.152 4.024
H -3.627 -5.879 -3.042
H -5.607 -3.926 -3.913
H -0.314 -3.453 -3.302
H 0.646 1.120 4.552
H 1.333 -2.284 -0.507
C 1.634 1.477 4.836
N 1.506 5.135 3.212
H -2.306 -0.311 -5.125
P 0.709 3.740 3.788
C -2.956 -5.511 -3.812
H 3.083 -0.589 0.853
H 3.117 -3.751 -0.221
H 0.521 0.035 -0.596
H -5.826 -2.389 -3.033
H 0.492 5.357 6.552
H -2.417 4.947 4.891
H 3.878 -1.123 -1.415
H 3.435 2.652 6.029
N -0.377 4.400 4.872
C -0.855 -4.230 -3.845
H 0.846 4.849 1.240
I 5.533 -2.538 0.384
H -0.789 -4.001 -4.914
O -2.800 -1.839 -1.714
N -4.371 -3.720 -2.211
C -5.607 -3.461 -2.926
N -3.048 -2.015 -4.140
N 1.640 2.932 5.008
H -1.725 -0.522 -3.480
C -0.208 4.551 6.304
H 1.897 1.008 5.788
C -4.602 -3.625 -0.772
C -1.979 -1.055 -4.395
H -3.523 -5.343 -4.734
H 2.353 1.031 0.949
H -4.649 -2.935 -5.165
H 2.829 6.719 3.401
H -3.938 -1.558 -5.954
H 1.422 6.874 4.459
H -1.066 -1.529 -4.776
O 0.793 2.795 2.658
H 2.970 4.317 5.896
H 1.337 1.509 -2.097
H -1.720 4.774 3.292
C 2.142 0.914 -1.666
O 3.149 -2.384 -2.947
H 0.129 3.632 6.771
H 1.404 -0.378 1.432
C 1.735 -1.573 -1.235

Listed below, in e, are the Mulliken charges computed for each atom:
1. B 0.9698
2. H 0.4200
3. H -0.2937
4. H -0.2529
5. C 0.8001
6. C -1.0242
7. O -0.6246
8. H 0.3136
9. H 0.3901
10. C -0.8213
11. H 0.2337
12. N 0.3022
13. C 0.1968
14. C -0.4247
15. H 0.3780
16. H 0.3611
17. H 0.3637
18. H 0.3106
19. C -1.1963
20. H 0.0930
21. H 0.3822
22. C -1.1556
23. H -0.0215
24. H 0.3297
25. H 0.3776
26. H 0.2968
27. H 0.4015
28. P 0.6279
29. H 0.3505
30. C -1.0862
31. H 0.3971
32. C -0.7557
33. H 0.2774
34. H 0.2710
35. H 0.0898
36. H 0.3429
37. H 0.3806
38. C -1.1840
39. N 0.2668
40. H 0.3598
41. P 0.1780
42. C -0.8836
43. H -0.0144
44. H 0.5432
45. H 0.4391
46. H 0.3335
47. H 0.2501
48. H 0.3823
49. H 0.4286
50. H 0.3838
51. N 0.3058
52. C -0.8464
53. H 0.2439
54. I -0.2724
55. H 0.2723
56. O -0.8947
57. N 0.2578
58. C -1.1321
59. N 0.0998
60. N 0.2218
61. H 0.2732
62. C -0.8543
63. H 0.3587
64. C -1.0735
65. C -1.0376
66. H 0.2609
67. H 0.2975
68. H 0.1328
69. H 0.3771
70. H 0.3817
71. H 0.2332
72. H 0.3462
73. O -0.6406
74. H 0.3021
75. H 0.3286
76. H 0.3302
77. C -1.5562
78. O -0.8596
79. H 0.2793
80. H 0.3312
81. C -0.9510